{"formula": "C24H49NO14P", "method": "ωB97M-V/def2-TZVPD", "elements": ["C", "C", "P", "C", "C", "O", "C", "C", "C", "C", "N", "O", "C", "C", "C", "C", "H", "H", "H", "H", "H", "H", "H", "H", "H", "H", "H", "H", "H", "H", "H", "H", "H", "H", "H", "H", "H", "H", "H", "H", "H", "C", "O", "C", "O", "O", "C", "H", "H", "H", "H", "H", "H", "C", "O", "C", "O", "O", "C", "H", "H", "H", "H", "H", "H", "C", "O", "C", "O", "O", "C", "H", "H", "H", "H", "H", "H", "C", "O", "C", "O", "O", "C", "H", "H", "H", "H", "H", "H"], "xyz": [[3.8929, -1.5586, 3.2673], [2.6183, -2.2259, 2.6985], [2.0950, -3.5402, 3.8857], [3.3137, -4.8473, 3.4668], [0.4695, -4.2827, 3.2655], [0.8322, -5.4950, 2.5586], [-0.2870, -3.3900, 2.2704], [-1.4017, -2.4856, 2.8006], [-2.3511, -2.2303, 1.6129], [-0.8650, -1.1084, 3.2367], [-2.2114, -3.1249, 3.8544], [-3.2406, -2.4598, 4.2129], [-1.5042, -3.7895, 4.9650], [-0.9804, -2.7871, 6.0041], [-2.5333, -4.6821, 5.6885], [-0.3779, -4.7139, 4.4856], [4.2709, -2.1289, 4.1192], [3.6888, -0.5595, 3.6425], [4.6939, -1.5446, 2.5336], [2.8830, -2.6899, 1.7450], [1.8399, -1.4916, 2.5227], [2.9792, -5.8008, 3.8645], [3.3744, -4.9679, 2.3846], [4.2881, -4.5831, 3.8672], [0.0041, -5.9250, 2.3130], [0.3855, -2.7592, 1.6937], [-0.7405, -4.0731, 1.5473], [-1.7760, -1.9034, 0.7494], [-3.1179, -1.5117, 1.8854], [-2.8419, -3.1710, 1.3574], [-1.5827, -0.6110, 3.8885], [-0.7969, -0.4880, 2.3454], [0.0890, -1.1671, 3.7548], [-1.7626, -2.0769, 6.2671], [-0.1406, -2.2096, 5.6219], [-0.6598, -3.3436, 6.8803], [-3.1089, -5.2435, 4.9550], [-3.2128, -4.0721, 6.2775], [-1.9905, -5.3440, 6.3611], [-0.7929, -5.6993, 4.2694], [0.3007, -4.8209, 5.3314], [-0.1073, 2.7577, 3.4188], [0.7942, 2.1834, 2.4683], [1.1891, 3.0222, 1.5112], [0.8539, 4.1724, 1.3974], [2.0177, 2.3652, 0.7003], [2.5272, 3.1498, -0.3828], [-0.3522, 1.9730, 4.1290], [0.3603, 3.5889, 3.9430], [-1.0214, 3.0889, 2.9288], [3.0989, 3.9965, -0.0078], [1.7156, 3.5020, -1.0163], [3.1754, 2.4975, -0.9597], [-6.7033, 2.1484, 2.2365], [-6.5400, 3.4621, 1.6929], [-5.3297, 3.9846, 1.8821], [-4.4128, 3.4506, 2.4500], [-5.3062, 5.1985, 1.3342], [-4.0534, 5.8775, 1.4663], [-7.7237, 1.8547, 2.0097], [-6.0079, 1.4516, 1.7728], [-6.5538, 2.1576, 3.3142], [-3.2590, 5.3195, 0.9746], [-3.8063, 6.0258, 2.5156], [-4.1811, 6.8398, 0.9799], [0.4589, 2.5227, -4.1407], [1.2549, 2.4044, -5.3240], [2.5670, 2.3450, -5.1015], [3.1045, 2.3815, -4.0262], [3.1812, 2.2385, -6.2800], [4.6095, 2.1662, -6.2002], [-0.5732, 2.5577, -4.4755], [0.6065, 1.6616, -3.4918], [0.7029, 3.4386, -3.6055], [4.9172, 1.2903, -5.6332], [5.0133, 3.0678, -5.7445], [4.9613, 2.0825, -7.2244], [1.5355, 2.9927, -8.8609], [0.6441, 2.2389, -9.6940], [1.2496, 1.5574, -10.6609], [2.4343, 1.5300, -10.8753], [0.3185, 0.9039, -11.3590], [0.8357, 0.1236, -12.4388], [0.9171, 3.4884, -8.1190], [2.2388, 2.3385, -8.3637], [2.0647, 3.7382, -9.4534], [1.5149, -0.6422, -12.0690], [1.3501, 0.7570, -13.1590], [-0.0236, -0.3445, -12.9098]], "atomic_forces_ev_per_a": [[-0.20, -0.36, 0.28], [0.59, -0.38, -0.22], [-0.16, 0.52, 0.75], [-0.31, 0.01, -0.46], [0.22, -0.36, -0.43], [0.04, 0.23, 0.04], [-0.43, -0.28, 0.33], [-0.22, 0.64, -0.98], [-0.06, -0.50, 0.36], [-0.34, -0.11, 0.24], [0.76, 0.54, 0.50], [-0.18, -0.26, -0.20], [-0.28, -0.73, 0.82], [0.00, 0.40, -0.60], [0.17, 0.43, -0.16], [0.10, 0.45, -0.40], [0.07, 0.03, 0.04], [0.06, 0.12, -0.13], [-0.01, 0.25, -0.09], [-0.25, 0.04, -0.14], [-0.05, 0.04, 0.03], [0.09, -0.02, 0.22], [0.11, -0.01, -0.01], [0.05, 0.01, 0.10], [0.05, -0.05, -0.05], [0.08, -0.08, -0.06], [-0.05, -0.07, 0.01], [-0.01, 0.18, -0.02], [0.03, 0.15, -0.09], [-0.08, 0.03, -0.08], [-0.08, -0.09, 0.07], [0.41, 0.07, -0.01], [0.09, 0.09, -0.06], [-0.12, -0.11, 0.12], [0.16, -0.11, 0.11], [0.04, 0.05, 0.12], [0.00, -0.19, 0.07], [-0.10, 0.00, -0.02], [-0.08, -0.16, -0.01], [-0.08, -0.03, -0.09], [-0.03, -0.29, 0.10], [-0.24, 0.00, 0.16], [0.03, -0.05, 0.03], [0.01, -0.06, -0.01], [-0.01, 0.01, 0.00], [0.00, -0.01, 0.01], [0.14, -0.01, -0.18], [0.10, -0.09, -0.07], [0.01, 0.05, -0.08], [0.04, 0.08, -0.02], [-0.07, 0.04, 0.02], [-0.02, 0.06, 0.05], [-0.04, -0.08, 0.05], [-0.10, -0.11, 0.02], [0.00, 0.01, 0.00], [-0.04, 0.03, -0.04], [0.06, -0.03, 0.03], [-0.01, -0.01, 0.00], [0.07, 0.13, -0.04], [-0.01, 0.07, -0.04], [0.05, 0.02, 0.04], [0.07, 0.00, -0.01], [0.01, -0.04, 0.06], [0.02, -0.07, 0.01], [-0.08, -0.02, -0.02], [-0.14, 0.01, 0.05], [0.00, 0.01, -0.01], [-0.04, -0.01, -0.07], [0.01, 0.01, 0.06], [0.08, 0.00, 0.16], [0.13, -0.02, -0.11], [0.03, -0.01, -0.07], [0.06, 0.02, 0.02], [0.05, -0.02, 0.02], [-0.02, 0.03, 0.07], [-0.02, -0.02, 0.07], [-0.08, 0.00, -0.02], [-0.05, 0.18, -0.04], [-0.03, 0.04, 0.00], [-0.04, -0.01, 0.01], [0.00, 0.00, 0.00], [0.00, 0.01, 0.01], [-0.05, -0.09, -0.11], [-0.09, -0.08, -0.02], [0.06, -0.06, -0.04], [0.04, -0.05, -0.02], [0.05, 0.05, 0.00], [0.06, 0.00, 0.04], [-0.04, 0.04, 0.05]], "mulliken_charge": [-1.219, -0.220, -0.113, -1.279, 1.880, -0.650, -2.181, 2.060, -2.122, -1.963, 0.533, -0.638, 1.794, -1.705, -1.891, -2.122, 0.340, 0.308, 0.315, 0.505, 0.156, 0.348, 0.369, 0.424, 0.467, 0.514, 0.307, 0.419, 0.467, 0.513, 0.443, 0.529, 0.238, 0.412, 0.252, 0.472, 0.464, 0.399, 0.415, 0.349, 0.403, -0.752, -0.216, 0.737, -0.570, -0.266, -0.576, 0.182, 0.361, 0.366, 0.337, 0.194, 0.213, -0.585, -0.325, 0.817, -0.544, -0.313, -0.592, 0.220, 0.264, 0.289, 0.282, 0.285, 0.202, -0.684, -0.232, 0.708, -0.573, -0.207, -0.735, 0.230, 0.302, 0.294, 0.308, 0.325, 0.223, -0.511, -0.336, 0.793, -0.547, -0.324, -0.629, 0.203, 0.271, 0.318, 0.294, 0.291, 0.214], "s2": 0.75, "orbital_gap_ev": [8.69, 8.62], "charge": 0, "e_homo_ev": [-8.29, -8.29], "spin_multiplicity": 2}